A molecular structure, C29H50CoFN6O6PSeSi2 in a non-equilibrium geometry. Source: the OMol25 dataset; level of theory: the ωB97M-V functional and the def2-TZVPD basis.

## Properties
Spin multiplicity = 5
Charge = +1
ΔE to the lowest compared entry with this formula, charge and spin = 123.8 kcal per mole

Structure (XYZ):
```
97
Properties=species:S:1:pos:R:3:forces:R:3:mulliken_charge:R:1
Co 1.5855 0.0275 0.6448 4.63 0.65 -1.53 0.30
C 3.9259 -2.7497 -0.9025 0.06 -0.22 0.55 -1.40
Si 2.6086 -2.8852 0.5133 -1.99 1.48 -1.48 1.03
C 1.4108 -4.3648 0.7917 0.57 0.27 0.17 -1.07
C 4.0475 -3.8358 1.6484 1.38 -0.83 1.12 -1.33
C 2.5344 -1.4160 1.7775 -0.11 -0.84 0.04 -0.02
Si 1.8123 -1.5768 3.5353 -0.09 0.31 0.48 0.43
C 0.1485 -2.5151 3.5247 0.68 0.46 -0.13 -0.72
C 1.6756 0.2292 4.1758 -0.07 -0.69 -0.34 -0.73
C 3.0675 -2.4616 4.6826 -0.49 0.23 -0.64 -1.36
H 3.8526 -3.5963 -1.5786 -0.12 -0.19 0.09 0.40
H 4.9391 -2.7172 -0.5154 0.12 0.07 0.08 0.52
H 3.7570 -1.8467 -1.4823 -0.18 0.20 0.13 0.23
H 1.4856 -5.0614 -0.0346 0.14 -0.02 -0.19 0.35
H 0.3789 -4.0242 0.8273 0.01 0.16 -0.02 0.11
H 1.6195 -4.9075 1.7044 0.03 -0.07 0.29 0.45
H 4.3838 -4.6527 1.0337 -0.13 -0.18 -0.50 0.42
H 3.5802 -4.1848 2.5497 -0.50 0.05 0.22 0.38
H 4.8421 -3.1426 1.8587 0.13 0.50 -0.15 0.44
H 3.5272 -0.9669 1.8528 0.06 0.22 -0.09 0.89
H -0.3509 -2.4157 2.5642 -0.13 0.01 -0.10 -0.05
H -0.5279 -2.1423 4.2862 -0.08 0.14 0.18 0.48
H 0.2889 -3.5746 3.7085 0.11 -0.23 0.01 0.31
H 1.6320 0.9388 3.3525 -0.02 0.13 -0.10 -0.36
H 2.5401 0.4744 4.7841 0.22 0.01 0.08 0.42
H 0.7945 0.3825 4.7894 -0.22 -0.03 0.14 0.47
H 3.0178 -3.5410 4.5961 -0.03 -0.24 -0.02 0.38
H 2.8759 -2.2164 5.7220 -0.14 0.13 0.17 0.38
H 4.0832 -2.1543 4.4573 0.23 0.11 -0.04 0.38
O -0.9875 -0.2856 0.7524 3.09 1.23 1.98 -0.15
N 0.0823 -0.1571 1.3164 -8.90 -1.29 1.22 0.35
O 1.3873 -3.5203 -1.9284 0.09 -0.16 -0.07 -0.60
C 1.0881 -2.3689 -1.6907 -0.41 -0.36 -1.01 -0.39
O 1.3160 -1.8414 -0.5151 0.59 -0.04 0.83 0.44
C 0.4658 -1.5219 -2.7444 0.06 0.00 -0.21 0.15
C 0.3577 -2.0987 -4.0073 0.06 0.00 0.32 -0.84
C -0.1762 -1.4121 -5.0889 -0.18 0.38 -0.13 -1.16
C -0.6035 -0.1258 -4.8561 0.10 0.06 0.63 0.88
O -1.1628 0.7607 -5.7235 0.15 -0.47 -0.10 -0.50
C -1.4177 1.9344 -4.9826 -0.53 1.06 -0.44 -0.39
O -1.0078 1.7342 -3.6440 0.21 -0.26 0.35 -0.43
C -0.5007 0.4598 -3.5891 -0.02 -0.25 -0.42 0.86
C 0.0371 -0.2072 -2.5189 -0.04 0.13 -0.09 -0.44
H 0.7158 -3.1083 -4.1306 0.02 -0.07 -0.01 0.56
H -0.2446 -1.8563 -6.0667 -0.02 -0.07 -0.15 0.48
H -2.4954 2.1603 -5.0086 0.25 -0.14 0.04 0.28
H -0.8605 2.7764 -5.4220 -0.04 -0.25 0.13 0.31
H 0.1251 0.2670 -1.5517 -0.05 0.02 -0.05 0.33
C 3.2418 3.6301 -0.9100 0.08 -0.27 -0.13 -0.71
N 2.4440 4.3369 0.0638 -0.79 -0.55 0.49 0.66
C 2.5895 5.7714 0.0261 0.03 0.23 0.06 -1.17
P 1.1706 3.6154 0.8552 -0.16 1.28 0.03 -1.10
O 1.3371 2.1355 0.9132 -0.14 -0.72 -0.14 0.36
N -0.3311 4.0009 0.2118 0.81 -0.44 0.44 0.73
C -0.9682 3.0617 -0.6892 0.02 -0.12 -0.08 -1.08
C -0.6834 5.3868 -0.0160 -0.06 0.16 0.04 -1.09
N 1.1581 4.4079 2.3301 0.00 -0.60 -0.93 0.17
C 0.0141 4.1789 3.1930 -0.25 0.15 0.09 -0.84
C 2.4132 4.3984 3.0614 0.23 0.19 0.11 -0.91
H 3.0211 3.9702 -1.9249 0.00 0.03 -0.06 0.27
H 3.0505 2.5660 -0.8395 0.08 -0.17 -0.04 -0.06
H 4.2983 3.8079 -0.7049 0.09 -0.01 -0.06 0.30
H 2.2642 6.1852 -0.9320 -0.01 0.05 -0.03 0.29
H 3.6401 6.0307 0.1684 0.04 0.07 0.02 0.37
H 2.0058 6.2108 0.8277 0.05 0.22 0.02 0.38
H -0.7343 2.0504 -0.3644 -0.11 0.00 -0.10 -0.24
H -0.6501 3.1846 -1.7289 -0.02 0.01 0.04 0.51
H -2.0498 3.2004 -0.6419 -0.04 -0.02 -0.01 0.43
H -0.2287 6.0103 0.7495 -0.06 0.09 0.01 0.35
H -1.7680 5.4907 0.0522 -0.01 0.05 0.01 0.37
H -0.3687 5.7497 -1.0002 0.02 -0.03 -0.03 0.26
H -0.8938 4.1840 2.5959 -0.08 0.02 0.11 0.33
H -0.0292 4.9838 3.9286 -0.08 -0.04 0.02 0.37
H 0.0841 3.2243 3.7230 0.02 -0.05 0.04 0.13
H 3.2402 4.4887 2.3609 0.07 0.05 0.14 0.35
H 2.5410 3.4762 3.6367 -0.01 -0.02 0.04 0.20
H 2.4193 5.2470 3.7485 0.11 -0.05 0.01 0.33
F 2.9700 0.3973 -0.2585 2.12 0.24 -1.12 -0.69
C -4.5377 -0.9378 0.6536 -0.07 0.31 0.41 -0.79
N -4.4423 -1.8882 -0.4195 0.54 -0.33 -0.46 0.47
C -3.3186 -2.5204 -0.8149 0.25 -0.26 -0.04 -0.17
Se -1.6607 -2.5197 -0.0370 -0.14 -0.75 -0.08 -0.39
N -3.6080 -3.2730 -1.9037 0.06 0.28 0.34 0.13
C -4.9454 -3.1566 -2.1997 -0.73 0.31 0.17 0.28
C -5.7364 -3.7424 -3.1731 0.01 0.08 0.12 -0.86
C -7.0841 -3.4311 -3.1539 0.05 -0.01 -0.04 -0.48
C -7.6159 -2.5543 -2.2099 -0.10 0.03 0.00 -0.65
C -6.8275 -1.9469 -1.2501 0.17 0.00 0.04 -0.71
C -5.4791 -2.2663 -1.2505 -0.34 -0.48 -0.70 0.71
H -3.5405 -0.7350 1.0439 -0.10 -0.09 -0.05 0.10
H -5.1677 -1.3302 1.4535 0.04 0.01 -0.02 0.33
H -4.9715 -0.0094 0.2798 0.01 -0.03 0.01 0.36
H -2.9342 -3.8532 -2.3796 0.06 0.11 0.15 0.23
H -5.3222 -4.4151 -3.9052 0.05 -0.12 -0.10 0.43
H -7.7381 -3.8792 -3.8849 -0.06 -0.03 -0.07 0.41
H -8.6745 -2.3488 -2.2239 -0.10 0.04 -0.02 0.40
H -7.2481 -1.2665 -0.5285 -0.06 0.08 0.11 0.45
```
Positions in Å, forces in eV/Å.

=====

A molecular structure, C29H50CoP2 in a non-equilibrium geometry. Source: the OMol25 dataset; level of theory: the ωB97M-V functional and the def2-TZVPD basis.

## Properties
Spin multiplicity = 5
Charge = +1
E_tot = -3199.98323 Eh

Structure (XYZ):
```
82
Properties=species:S:1:pos:R:3:forces:R:3:mulliken_charge:R:1
Co -1.5926 0.1727 -0.5504 2.57 0.27 2.76 -0.55
C 2.9059 1.0187 0.4482 -0.07 -0.19 0.05 0.54
C 2.3456 1.5947 -0.7246 -0.02 0.18 0.12 1.43
C 1.4162 2.6436 1.0961 -0.49 0.12 0.21 0.59
C 2.3103 1.6519 1.5734 -0.07 -0.09 0.04 0.41
C 1.4321 2.6139 -0.3204 0.27 -0.17 -0.14 0.23
C 3.8993 -0.0778 0.5359 0.47 0.06 -0.05 -1.79
H 4.4263 -0.2198 -0.4164 -0.14 -0.02 0.26 0.40
H 3.4424 -1.0415 0.8198 0.03 0.30 -0.05 0.41
H 4.6455 0.1576 1.3090 -0.14 -0.08 -0.22 0.53
C 2.5360 1.3117 2.9910 0.37 -0.08 0.13 -1.21
H 3.4191 0.6754 3.1013 -0.15 0.13 0.07 0.40
H 1.6765 0.7677 3.4043 0.11 0.16 -0.20 -0.11
H 2.6704 2.2175 3.5969 -0.07 -0.20 -0.09 0.38
C 0.5516 3.4974 1.9336 0.18 0.47 0.10 -1.08
H 1.0713 3.7929 2.8551 -0.17 -0.09 -0.16 0.44
H -0.3578 2.9379 2.2082 0.18 0.01 -0.12 -0.09
H 0.2474 4.4069 1.4010 0.04 -0.22 0.14 0.46
C 0.6678 3.5107 -1.2130 -0.34 0.07 -0.17 -1.57
H 1.2164 4.4516 -1.3944 -0.12 -0.27 0.07 0.31
H -0.2988 3.7651 -0.7576 0.24 -0.02 -0.13 0.40
H 0.4770 3.0395 -2.1853 0.10 0.16 0.22 0.37
C 2.6421 1.2264 -2.1263 0.12 -0.18 -0.32 -1.32
H 3.3010 1.9699 -2.6021 -0.18 -0.11 0.12 0.45
H 1.7180 1.1795 -2.7209 0.23 0.05 0.13 0.11
H 3.1372 0.2515 -2.1955 -0.09 0.24 0.00 0.25
C 1.9260 -3.2653 0.7037 0.33 -0.58 0.37 -0.68
C 3.0827 -3.6198 0.1364 0.23 0.05 0.53 -0.50
C 3.3889 -3.6633 -1.3265 0.12 -0.32 -0.75 -0.71
C 2.2429 -4.2964 -2.1835 0.33 -0.55 1.22 -0.83
C 1.3016 -3.3075 -2.7568 0.17 0.06 -1.14 -0.94
C 1.2427 -2.0180 -2.4074 -1.03 0.52 -0.15 -0.91
C 1.0857 -1.5272 -0.9938 0.74 0.70 0.42 5.34
C 0.7470 -2.5966 0.0590 -0.29 0.40 0.17 -0.59
H 4.2906 -4.2853 -1.4719 -0.38 0.22 0.16 0.51
H 1.7160 -5.0578 -1.5919 0.25 -0.07 0.05 0.32
H 3.6721 -2.6660 -1.7219 -0.27 -0.40 0.05 0.14
H 0.0216 -3.3178 -0.3462 0.27 0.09 0.02 0.42
H 1.7803 -3.5154 1.7636 0.27 0.38 -0.30 0.42
H 3.9228 -3.9522 0.7650 -0.66 -0.08 -0.02 0.43
H 0.2068 -2.0840 0.8724 0.08 -0.09 -0.23 0.38
H 1.9922 -0.9794 -0.6937 -0.41 -0.16 0.20 -1.55
H 1.1361 -1.2476 -3.1824 -0.96 -0.39 0.20 0.54
H 0.2348 -0.7476 -0.9414 1.25 -1.03 -0.46 -2.55
H 2.7019 -4.8530 -3.0207 -0.29 0.38 0.20 0.48
H 0.7811 -3.6837 -3.6473 0.77 0.59 -0.40 0.39
P -2.2911 -1.2918 -1.8246 0.01 -0.05 -2.07 1.13
C -2.5704 -3.0040 -1.3551 -0.70 -0.56 0.04 -1.26
C -1.7038 -1.4679 -3.5596 -0.19 -0.33 -0.01 -1.32
P -2.8217 1.4139 -1.6320 -0.93 -0.41 -2.22 1.04
C -3.7326 -0.1531 -2.1480 -0.18 -0.30 0.09 -1.40
C -1.9699 1.8276 -3.2170 -0.40 0.37 -0.14 -1.22
C -4.1387 2.6334 -1.5268 -0.40 0.51 0.01 -1.27
H -2.6192 -3.0932 -0.2620 -0.12 0.01 -0.33 0.34
H -1.7336 -3.6201 -1.7206 -0.26 0.30 0.06 0.33
H -3.5004 -3.3568 -1.8150 0.15 -0.24 0.18 0.46
H -2.5915 -1.7023 -4.1572 0.27 -0.09 -0.20 0.55
H -0.9697 -2.2797 -3.6159 -0.31 0.28 -0.13 0.12
H -1.2493 -0.5422 -3.9327 -0.17 -0.36 0.12 0.25
H -5.0372 2.2405 -2.0254 0.24 0.32 0.14 0.42
H -3.8096 3.5596 -2.0206 -0.27 -0.17 0.26 0.40
H -4.3578 2.8272 -0.4707 -0.06 0.06 -0.26 0.31
H -4.5965 -0.3680 -1.5087 0.10 0.15 -0.15 0.56
H -4.0003 -0.1330 -3.2093 -0.34 -0.10 0.14 0.52
H -1.9190 2.9211 -3.2627 0.11 -0.14 -0.24 0.51
H -2.5543 1.4437 -4.0631 0.27 0.28 0.00 0.37
H -0.9494 1.4204 -3.2487 -0.36 0.12 0.03 0.00
C -2.6201 -0.3151 4.3645 -0.08 -0.14 -0.04 -1.83
C -1.8315 0.9222 3.9259 0.16 0.39 0.35 2.39
C -2.6341 2.1763 4.3072 -0.22 0.04 -0.01 -1.59
C -0.5217 0.9808 4.7204 0.15 -0.04 0.21 -1.52
C -1.5653 0.8740 2.4726 -0.43 -0.73 -1.80 -0.86
C -1.5382 0.6637 1.2443 0.55 0.68 3.61 -0.30
H -2.8054 -0.2695 5.4447 0.03 -0.01 -0.16 0.44
H -2.0648 -1.2304 4.1445 -0.07 0.06 -0.01 0.36
H -3.5830 -0.3561 3.8507 0.08 -0.04 0.02 0.38
H -2.8561 2.1507 5.3838 0.07 0.07 -0.25 0.42
H -2.0650 3.0877 4.0905 -0.13 -0.10 0.02 0.34
H -3.5843 2.2134 3.7645 0.15 0.03 0.05 0.35
H 0.1070 0.1096 4.5055 -0.11 0.07 0.07 0.32
H 0.0342 1.8944 4.4736 -0.06 -0.17 0.10 0.26
H -0.7358 0.9915 5.8012 0.08 0.01 -0.33 0.50
```
Positions in Å, forces in eV/Å.

=====

7 unconnected molecules or ions with the total composition C29H50F8N6O10. Source: the OMol25 dataset; level of theory: the ωB97M-V functional and the def2-TZVPD basis.

## Properties
E_tot = -3014.97169 Eh

Structure (XYZ):
```
103
Properties=species:S:1:pos:R:3:forces:R:3:mulliken_charge:R:1
O 1.1794 -0.9900 -2.5117 0.07 0.16 0.14 -0.49
C 0.6998 0.0940 -2.4142 -0.26 -0.08 -0.12 0.14
C -0.2463 0.7973 -3.3138 -0.03 -0.06 0.03 -0.69
C -0.4686 2.0210 -2.8445 0.07 0.00 -0.01 0.52
C -1.3804 3.0686 -3.4070 -0.03 -0.11 0.11 -0.02
C -1.8019 4.1293 -2.3933 0.06 -0.09 0.04 -0.68
O -2.7590 5.0356 -2.9407 -0.04 0.01 0.01 -0.46
C -4.0154 4.5182 -3.2455 0.03 -0.02 -0.07 -0.74
C -4.8955 4.2017 -2.0143 -0.02 -0.09 -0.09 0.91
F -6.0973 4.8229 -2.1368 -0.10 0.06 -0.02 -0.33
F -4.3302 4.6593 -0.8814 0.05 0.03 0.10 -0.29
C -5.1942 2.6992 -1.7762 0.00 0.00 -0.02 0.50
F -6.0226 2.5893 -0.7213 -0.03 0.03 0.03 -0.32
F -4.0315 2.0891 -1.4599 0.00 -0.06 0.03 -0.23
C -5.8182 1.9408 -2.9924 0.05 0.00 0.14 0.76
F -4.8217 1.3645 -3.6989 0.15 -0.08 -0.12 -0.26
F -6.4423 2.8087 -3.8153 -0.11 0.10 -0.05 -0.31
C -6.8138 0.8242 -2.6494 -0.01 0.01 -0.03 -0.01
F -6.2718 0.0013 -1.7355 0.06 -0.06 0.02 -0.27
F -7.9462 1.3574 -2.1391 -0.09 0.07 0.00 -0.30
C 0.3768 2.1654 -1.6072 -0.02 0.04 0.02 0.23
O 0.5843 3.1151 -0.9255 -0.11 -0.18 -0.02 -0.50
O 0.9629 0.9338 -1.3493 0.26 0.13 -0.10 -0.15
H -0.6747 0.3210 -4.1834 0.06 -0.02 0.02 0.59
H -2.2521 2.5145 -3.7664 0.03 0.11 -0.13 0.11
H -0.9104 3.5504 -4.2687 0.01 -0.01 0.03 0.34
H -0.9578 4.7485 -2.1054 -0.07 -0.02 0.01 0.64
H -2.1900 3.6445 -1.4928 -0.01 0.10 -0.02 0.24
H -4.5535 5.2847 -3.8033 0.04 0.01 0.02 0.43
H -3.9558 3.6335 -3.8862 -0.03 0.00 0.03 0.33
H -7.0564 0.2687 -3.5591 0.01 -0.04 0.04 0.32
C -0.1002 8.7978 -1.5118 -0.01 -0.02 -0.03 -1.39
C 0.1623 7.4762 -0.8274 0.00 -0.03 0.07 0.76
O 0.1720 6.4227 -1.4423 0.05 0.11 -0.09 -0.63
N 0.3900 7.4927 0.5110 0.01 0.00 0.03 -0.13
C 0.4160 8.6317 1.4032 0.01 -0.07 -0.01 -0.88
H -0.2609 8.5992 -2.5668 0.00 -0.01 0.01 0.29
H -0.9859 9.2829 -1.1002 0.01 0.02 0.01 0.39
H 0.7473 9.4748 -1.3981 -0.01 0.02 0.01 0.39
H 0.5627 6.5780 0.8998 0.00 -0.01 -0.01 0.23
H 1.3914 8.7303 1.8827 0.00 0.02 -0.01 0.29
H -0.3418 8.5350 2.1824 -0.01 0.02 -0.01 0.29
H 0.2171 9.5435 0.8489 0.00 0.01 0.01 0.33
C 2.9699 0.5644 1.2102 -0.02 0.03 0.08 -1.10
C 3.4983 0.6931 2.6215 0.03 -0.04 -0.03 0.57
O 2.8270 1.1788 3.5196 -0.01 0.00 0.00 -0.68
N 4.7556 0.2404 2.8560 0.01 0.00 0.06 -0.06
C 5.6888 -0.3569 1.9268 0.08 -0.01 0.01 -0.71
H 1.9646 0.9693 1.1809 0.00 0.01 0.03 0.29
H 3.5920 1.1181 0.5062 0.00 -0.02 -0.03 0.38
H 2.9440 -0.4799 0.8954 0.01 0.01 -0.04 0.37
H 5.0695 0.3423 3.8095 0.04 0.00 -0.02 0.20
H 5.9582 -1.3623 2.2512 -0.01 -0.03 -0.06 0.13
H 6.6101 0.2248 1.8842 0.00 0.00 -0.03 0.25
H 5.2651 -0.4102 0.9282 -0.07 0.02 0.02 0.37
C 0.6844 -4.0707 -2.0454 0.00 -0.03 -0.07 -1.25
C -0.7464 -4.1795 -2.5208 0.00 0.02 0.03 0.76
O -1.1530 -3.5813 -3.5024 0.00 0.01 -0.01 -0.65
N -1.5855 -4.9778 -1.8025 -0.01 -0.02 0.00 -0.15
C -1.2885 -5.7519 -0.6171 -0.04 0.02 -0.04 -0.80
H 1.2113 -3.3982 -2.7123 -0.03 -0.01 0.00 0.22
H 0.7282 -3.6639 -1.0344 0.02 -0.01 0.01 0.38
H 1.1731 -5.0466 -2.0482 -0.02 -0.01 0.03 0.43
H -2.5245 -5.0060 -2.1675 0.00 0.01 0.00 0.22
H -1.4642 -6.8159 -0.7877 0.02 0.00 0.00 0.28
H -1.9051 -5.4333 0.2255 0.02 0.01 0.01 0.28
H -0.2473 -5.6212 -0.3405 0.00 -0.01 0.02 0.30
C 7.4880 -3.1466 4.5928 0.00 0.11 0.00 -1.30
C 7.2879 -1.7670 5.1705 -0.02 -0.04 0.02 0.54
O 7.3735 -0.7574 4.4859 -0.04 0.04 0.01 -0.68
N 6.9994 -1.6796 6.4954 0.02 0.01 0.01 -0.14
C 6.8427 -2.7591 7.4473 -0.01 0.06 -0.01 -0.82
H 7.7020 -3.0447 3.5333 0.00 0.02 0.01 0.38
H 8.3229 -3.6543 5.0770 -0.02 -0.04 0.00 0.49
H 6.6020 -3.7681 4.7122 0.03 -0.04 0.00 0.41
H 6.8760 -0.7338 6.8220 -0.01 0.00 -0.01 0.25
H 5.8410 -2.7555 7.8802 -0.01 -0.02 -0.01 0.29
H 7.5686 -2.6745 8.2581 0.01 -0.02 -0.01 0.28
H 6.9928 -3.7137 6.9533 0.00 -0.01 0.01 0.30
C -11.7798 -2.2126 -1.4033 0.01 -0.03 -0.03 -1.28
C -10.7590 -1.5067 -2.2668 0.01 0.01 0.02 0.88
O -10.0682 -2.1091 -3.0722 0.01 0.00 0.00 -0.65
N -10.6296 -0.1633 -2.1141 -0.05 0.01 -0.05 -0.13
C -11.3376 0.7192 -1.2128 0.06 -0.01 -0.02 -0.88
H -11.7509 -3.2691 -1.6507 0.01 0.01 -0.01 0.29
H -11.5527 -2.0857 -0.3442 -0.02 0.01 0.00 0.35
H -12.7836 -1.8281 -1.5875 0.00 0.01 0.02 0.36
H -9.9256 0.2397 -2.7108 0.00 0.04 0.04 0.16
H -11.8807 1.4886 -1.7644 -0.03 -0.02 0.00 0.29
H -10.6453 1.2133 -0.5288 -0.01 -0.02 0.02 0.27
H -12.0539 0.1546 -0.6241 -0.01 0.01 0.01 0.35
C 7.1420 -6.6111 1.2758 -0.03 0.02 0.02 -1.35
C 7.6263 -6.4894 2.7026 -0.01 0.00 -0.05 0.82
O 6.9203 -6.0254 3.5824 0.01 -0.04 0.02 -0.63
N 8.8888 -6.9145 2.9746 0.02 0.00 0.01 -0.15
C 9.8603 -7.4815 2.0628 -0.02 0.01 0.06 -0.85
H 6.1268 -6.2290 1.2359 0.00 0.00 0.01 0.30
H 7.7693 -6.0324 0.5968 0.01 -0.02 -0.01 0.36
H 7.1471 -7.6506 0.9460 0.01 0.00 -0.02 0.38
H 9.1499 -6.8106 3.9426 -0.01 0.00 0.00 0.22
H 10.1407 -8.4910 2.3678 -0.01 -0.01 -0.02 0.29
H 10.7631 -6.8700 2.0234 0.00 0.01 -0.02 0.29
H 9.4442 -7.5341 1.0620 0.01 -0.01 -0.01 0.31
```
Positions in Å, forces in eV/Å.